Molecular formula: C16H12F6IN3O6PdS2
Method: DFT, ωB97M-V with the def2-TZVPD basis set

Element x y z (Å)
1 Pd 1.33944 -0.65107 -0.75798
2 C -1.52227 -3.65300 -1.57217
3 C -1.71177 -2.65342 -0.48756
4 N -2.91165 -2.20379 -0.21099
5 C -3.05086 -1.30128 0.77084
6 C -2.00778 -0.79329 1.55292
7 C -2.28306 0.26477 2.59690
8 O -1.38944 1.35228 2.51111
9 C -0.72453 -1.21047 1.27285
10 C 0.41850 -0.61569 1.97258
11 N 1.48591 -0.31736 1.34027
12 C 2.60801 0.28222 1.98061
13 C 2.66131 0.48528 3.36242
14 C 3.76272 1.05973 3.96334
15 C 4.85127 1.44996 3.19441
16 C 4.82048 1.25936 1.82646
17 C 3.71102 0.68056 1.22083
18 I 3.80976 0.46695 -0.85819
19 C -0.52537 -2.20756 0.24289
20 O 0.59154 -2.72547 -0.00606
21 H -2.47660 -3.86592 -2.04500
22 H -1.08697 -4.56906 -1.16845
23 H -0.80991 -3.27375 -2.30749
24 H -4.05726 -0.92933 0.92727
25 H -2.15988 -0.15860 3.59766
26 H -3.32533 0.58733 2.51007
27 H -1.46673 1.71648 1.61231
28 H 0.29491 -0.40957 3.03060
29 H 1.83293 0.19075 3.98979
30 H 3.77030 1.20213 5.03532
31 H 5.71951 1.90021 3.65575
32 H 5.66227 1.56154 1.21867
33 F -0.42760 -0.97048 -5.59838
34 C -1.16739 -0.55493 -4.57573
35 F -1.98405 0.40769 -4.98620
36 F -1.88436 -1.57454 -4.11539
37 S -0.05369 0.11630 -3.27063
38 O 0.67744 1.18178 -3.87342
39 O 0.71582 -1.06860 -2.84718
40 N -1.11496 0.46893 -2.15878
41 S -1.04149 1.78830 -1.28989
42 O 0.29037 2.23181 -1.00509
43 O -1.97933 1.64913 -0.20573
44 C -1.81621 3.10521 -2.33014
45 F -1.87668 4.22802 -1.61548
46 F -3.05143 2.74101 -2.66708
47 F -1.11691 3.32946 -3.43288

Atomic forces in eV per Å
0.026 -0.159 0.084
0.014 -0.013 0.020
0.000 0.000 -0.088
-0.036 0.001 0.014
0.038 -0.042 -0.023
0.010 0.022 0.037
-0.046 -0.012 -0.027
0.061 0.020 0.008
-0.079 0.014 0.063
0.027 0.034 0.029
0.106 0.052 0.002
0.017 -0.006 0.003
-0.014 -0.021 -0.045
0.066 0.028 -0.030
-0.057 -0.016 0.060
-0.023 -0.017 -0.058
-0.006 0.018 0.098
0.006 0.057 0.001
0.024 0.026 -0.115
0.016 -0.104 0.084
-0.002 0.005 0.002
-0.010 -0.011 -0.001
-0.005 0.012 0.014
-0.002 -0.001 0.011
-0.011 -0.001 -0.002
0.010 0.009 -0.008
-0.043 0.007 0.049
0.026 -0.001 -0.002
-0.006 -0.006 -0.008
0.003 0.003 0.000
-0.002 0.001 0.002
-0.001 0.002 0.001
0.000 -0.005 -0.011
0.047 0.036 0.082
-0.037 -0.010 -0.039
-0.019 -0.001 0.000
0.206 -0.584 0.063
0.035 0.074 0.015
-0.302 0.424 -0.207
0.032 0.116 -0.078
-0.185 0.027 -0.151
0.075 0.019 0.076
0.041 0.016 0.049
-0.012 -0.006 0.037
0.006 -0.009 -0.006
-0.005 -0.006 -0.003
0.011 0.008 -0.001

Summary:
Total charge   0
M   753.7 g/mol
E_HOMO (alpha / beta)   -8.770 / -9.113 eV
HOMO-LUMO gap (alpha / beta)   7.807 / 6.402 eV
ΔE to the lowest compared entry with this formula, charge and spin   3.4 kcal per mole
Multiplicity   3

Results of the Mulliken charge analysis, in e, for atoms 1 through 8: number 1, Pd, carries 0.380; number 2, C, carries -1.222; number 3, C, carries 0.526; number 4, N, carries -0.579; number 5, C, carries -1.001; number 6, C, carries 1.131; number 7, C, carries -1.030; number 8, O, carries -0.529